one.
ORCA calculation (ωB97M-V with the def2-TZVPD basis set) on a single C6H8N4O molecule.

SMILES	C[C@@H](C#N)N(N)c1ncco1
LUMO	0.541	eV
charge	0

CARTESIAN COORDINATES (ANGSTROEM)
O -0.461 -1.116 -1.865
N -1.051 -1.144 0.287
N 2.356 -0.339 1.644
N 0.143 0.801 -0.659
N 1.055 1.044 -1.682
C -0.383 -0.503 -0.675
C -1.401 -2.303 -0.294
C 1.517 0.357 1.207
C 0.625 1.296 0.635
C -1.004 -2.311 -1.618
C -0.534 1.380 1.688
H -1.701 -3.184 0.180
H 1.230 2.065 -1.715
H 1.127 2.410 0.508
H -1.417 0.929 1.403
H -0.727 2.451 1.931
H -0.319 0.819 2.727
H -1.019 -3.159 -2.215
H 1.964 0.505 -1.486


two.
ORCA calculation (ωB97M-V with the def2-TZVPD basis set) on a molecular structure, C6H8N4O.

LUMO	0.330	eV
charge	0

CARTESIAN COORDINATES (ANGSTROEM)
O 1.624 -0.759 0.070
N -0.142 1.523 -2.108
N -1.451 -1.127 2.757
N 0.731 0.283 0.391
N -0.277 -0.198 1.133
C -0.223 -0.843 2.322
C -1.601 -0.113 0.764
C -1.737 0.524 -0.493
C -0.536 0.683 -1.062
C -2.304 -0.626 1.819
C 2.659 -0.407 -0.792
H 2.461 0.508 -1.173
H -2.641 0.714 -0.863
H 3.688 -0.597 -0.383
H -0.791 2.104 -2.625
H 2.603 -1.128 -1.666
H -3.401 -0.685 1.883
H 0.569 1.230 -2.749
H 0.768 -1.087 2.775


Which of them is the most stable, and which is the least stable? one and two, in that order.


one.
ORCA calculation (ωB97M-V with the def2-TZVPD basis set) on 2 unconnected molecules or ions with the total composition C2H2N2OS.

SMILES	C#[N+][S-].N=C=O
LUMO (spin up / spin down)	0.025 / 0.025	eV
charge	0

CARTESIAN COORDINATES (ANGSTROEM)
S -1.286 1.060 -0.725
O 1.926 -1.979 -1.176
N -0.529 1.564 0.561
N -0.368 -1.493 -0.780
C 0.800 -1.750 -0.929
C -0.073 2.199 1.473
H 0.699 2.284 2.096
H -1.168 -1.887 -0.519


two.
ORCA calculation (ωB97M-V with the def2-TZVPD basis set) on a single C2H2N2OS molecule.

SMILES	[S-][n+]1ccon1
LUMO (spin up / spin down)	-0.043 / -0.042	eV
charge	0

CARTESIAN COORDINATES (ANGSTROEM)
S 1.772 -0.757 3.051
O -1.611 0.033 1.348
N -0.843 -0.216 2.391
N 0.350 -0.367 2.020
C 0.446 -0.132 0.617
C -0.829 0.060 0.238
H 1.387 -0.139 0.213
H -1.163 0.182 -0.720


three.
ORCA calculation (ωB97M-V with the def2-TZVPD basis set) on 2 unconnected molecules or ions with the total composition C2H2N2OS.

SMILES	C#[N+][S-].N=C=O
LUMO	0.551	eV
charge	0

CARTESIAN COORDINATES (ANGSTROEM)
S -0.359 2.024 1.588
O -0.487 -1.911 -0.809
N 0.420 0.719 1.383
N -0.793 0.222 -1.707
C 1.034 -0.256 1.184
C -0.607 -0.813 -1.153
H 1.502 -1.173 1.001
H -0.710 1.188 -1.487


four.
ORCA calculation (ωB97M-V with the def2-TZVPD basis set) on 2 unconnected molecules or ions with the total composition C2H2N2OS.

LUMO	0.578	eV
charge	0

CARTESIAN COORDINATES (ANGSTROEM)
S -2.791 -0.655 -0.106
O -1.322 1.607 -0.220
N 2.057 0.566 0.360
N 1.124 -0.175 0.084
C 0.159 -0.850 0.136
C -1.953 0.644 -0.142
H 2.757 0.780 -0.329
H -0.031 -1.917 0.217


Which of them is the most stable, and which is the least stable? three and two, in that order.


one.
ORCA calculation (ωB97M-V with the def2-TZVPD basis set) on a molecular structure, C5H7I.

LUMO	0.546	eV
charge	0

CARTESIAN COORDINATES (ANGSTROEM)
I 3.213 1.085 1.050
C 1.170 0.503 1.155
C 0.381 0.228 -0.644
C 0.630 0.211 2.310
C -0.777 -0.714 -0.499
C 0.877 0.807 -1.710
H -0.938 -1.258 -1.513
H 1.772 1.502 -1.773
H 1.119 0.721 3.131
H -0.417 -0.256 2.447
H 0.621 0.349 -2.661
H -1.728 -0.243 -0.435
H -0.792 -1.429 0.214


two.
ORCA calculation (ωB97M-V with the def2-TZVPD basis set) on 2 unconnected molecules or ions with the total composition C5H7I.

LUMO	0.676	eV
charge	0

CARTESIAN COORDINATES (ANGSTROEM)
I -2.948 1.440 -1.519
C -1.982 0.527 1.232
C 0.578 1.477 -1.226
C -1.731 0.714 -0.059
C 0.269 0.303 -0.711
C 0.807 -0.926 -0.117
H 0.234 -1.859 -0.067
H -1.245 -0.077 1.677
H 1.224 -0.728 0.877
H 1.508 1.541 -1.722
H -2.920 0.731 1.781
H -0.220 2.168 -1.117
H 1.646 -1.310 -0.826


three.
ORCA calculation (ωB97M-V with the def2-TZVPD basis set) on a molecular structure, C5H7I.

LUMO	0.544	eV
charge	0

CARTESIAN COORDINATES (ANGSTROEM)
I -4.668 0.011 -0.015
C 1.457 0.222 -0.106
C -0.390 -0.154 -0.015
C -1.574 0.094 0.924
C -2.605 0.157 0.008
C -1.407 0.246 -1.102
H 1.467 0.172 -1.181
H 1.739 -0.652 0.431
H -1.637 0.131 2.024
H -0.155 -1.262 0.060
H 1.716 1.235 0.314
H -1.496 -0.372 -2.045
H -1.237 1.278 -1.482


Which of them is the most stable, and which is the least stable? one and two, in that order.